Formula: C13H14N4O4S
Source: OMol25
Level of theory: ωB97M-V with the def2-TZVPD basis set

Last column: Mulliken charge in e.
Cartesian coordinates (Å):
C1 -3.8174 -1.3867 1.7056  -1.52
C2 -3.1634 -0.4874 0.7005  0.26
C3 -3.7128 -0.3110 -0.5660  -0.66
C4 -3.1062 0.5176 -1.4819  -0.64
C5 -1.9327 1.2162 -1.1844  0.60
O1 -1.4388 2.0117 -2.1492  -0.68
C6 -1.3858 1.0575 0.0962  0.57
N1 -0.2323 1.7198 0.5853  -0.20
C7 0.8740 2.1519 -0.0432  0.64
O2 1.0253 2.1984 -1.2553  -0.79
C8 1.9892 2.5782 0.8933  -0.87
S1 2.2714 1.3046 2.1795  -0.18
C9 2.0700 -0.1111 1.1631  0.03
N2 1.1180 -0.9809 1.4277  -0.71
N3 1.1831 -1.9121 0.4728  0.22
C10 2.1501 -1.6848 -0.4274  0.09
C11 2.4152 -2.5518 -1.5904  -1.23
C12 2.7743 -0.5062 -0.0090  0.89
N4 3.9001 0.0921 -0.6050  1.01
O3 4.3885 -0.4703 -1.5661  -0.65
O4 4.3293 1.1157 -0.1093  -0.64
C13 -2.0096 0.2085 1.0091  -0.39
H1 -3.1315 -1.6328 2.5121  0.35
H2 -4.1556 -2.3076 1.2347  0.38
H3 -4.6893 -0.8949 2.1370  0.31
H4 -4.6207 -0.8304 -0.8335  0.42
H5 -3.5243 0.6612 -2.4656  0.43
H6 -0.4918 2.2221 -1.9730  0.36
H7 -0.1570 1.6565 1.5954  0.29
H8 2.9091 2.7317 0.3274  0.45
H9 1.7290 3.4890 1.4323  0.48
H10 0.5206 -2.6737 0.4815  0.19
H11 3.4517 -2.8861 -1.5775  0.31
H12 2.2832 -1.9843 -2.5108  0.29
H13 1.7487 -3.4105 -1.5921  0.35
H14 -1.5614 0.0901 1.9862  0.25

Kohn-Sham gap, eV: 7.91
SMILES: Cc1ccc(O)c(NC(=O)CSc2n[nH]c(C)c2[N+](=O)[O-])c1
Max |F|, eV Å⁻¹: 1.62
HOMO level, eV: -8.1
Energy above the lowest of the compared OMol25 structures with the same formula, charge and spin, kcal per mole: 0.0